[1]
Entry from OMol25: a single C4H6ClF molecule at a distorted geometry (wB97M-V/def2-TZVPD).

**Structure (SMILES)**: C[C@@H]1C[C@@]1(F)Cl
**Orbital gap**: 0.3929 hartree

Each line ends with the Mulliken charge.
Atoms and positions in Å:
C  -1.30971  0.41318  -0.57934  -1.197
C  0.00284  -0.32780  -0.45977  -0.040
C  0.38992  -0.81277  0.94131  -0.765
C  1.12565  0.40433  0.31267  0.630
F  0.80704  1.69181  0.54838  -0.266
Cl  2.78624  0.16094  -0.32509  -0.201
H  -1.28026  1.25856  -1.33953  0.277
H  -2.04116  -0.37866  -0.89729  0.343
H  -1.65430  0.80103  0.38769  0.289
H  0.43528  -0.78178  -1.33093  0.401
H  -0.37594  -0.80643  1.73321  0.255
H  1.11441  -1.62241  1.00867  0.275

---

[2]
Entry from OMol25: a molecular structure, C39H54N2O2P2Pb at a distorted geometry (wB97M-V/def2-TZVPD).

**Charge**: +2
**Orbital gap (spin up / spin down)**: 0.1661 / 0.1076 hartree

Each line ends with the Mulliken charge.
Atoms and positions in Å:
Pb  0.06975  0.67980  -0.95204  1.026
C  -0.70249  3.24766  2.17406  0.361
C  -1.93922  2.56208  2.28408  0.692
C  -0.37179  1.40619  3.50262  0.878
C  0.26903  2.53641  2.93750  0.467
C  -1.73330  1.42563  3.11038  0.367
C  -0.44683  4.50834  1.44910  -1.581
H  -1.26337  4.75446  0.76786  0.353
H  0.47972  4.45239  0.86579  0.337
H  -0.33341  5.35823  2.13631  0.316
C  1.66385  2.93340  3.15428  -1.024
H  1.93855  3.75535  2.48654  0.369
H  2.35541  2.09212  2.99936  0.067
H  1.80347  3.28763  4.18481  0.327
C  0.25295  0.45137  4.43178  -1.200
H  0.27469  0.84412  5.46216  0.374
H  1.29131  0.23618  4.14533  0.116
H  -0.29720  -0.49743  4.45734  0.358
C  -2.75790  0.45539  3.54325  -1.559
H  -2.96642  0.53340  4.61860  0.385
H  -2.43043  -0.57430  3.35737  0.226
H  -3.70192  0.60960  3.01710  0.387
C  -3.21893  2.96987  1.67913  -1.597
H  -3.84714  3.53823  2.38577  0.365
H  -3.80671  2.09665  1.36087  0.295
H  -3.06186  3.61140  0.80318  0.318
C  -1.45728  0.92465  -5.47157  -0.689
C  -2.03553  2.10011  -5.04292  -0.825
C  -3.40357  2.50962  -5.48849  -0.976
C  -4.44481  1.36728  -5.35703  -0.995
C  -4.15867  0.43659  -4.25393  -0.250
C  -3.53940  -0.76094  -4.44807  -0.431
C  -2.83065  -1.18658  -5.66620  -0.930
C  -2.10981  -0.00986  -6.40131  -1.162
H  -3.38362  2.82089  -6.55530  0.369
H  -4.59302  0.84760  -6.32052  0.371
H  -3.77249  3.38556  -4.92273  0.383
H  -2.78262  0.47010  -7.12800  0.383
H  -0.37379  0.79282  -5.41385  0.634
H  -1.43897  2.98480  -4.80971  1.205
H  -1.32586  -0.46112  -7.02428  0.416
H  -2.06630  -1.95829  -5.44066  0.307
H  -3.68658  -1.56116  -3.73815  1.087
H  -3.54819  -1.63518  -6.37830  0.408
H  -5.42025  1.83400  -5.15557  0.473
H  -4.63805  0.65939  -3.29544  0.541
P  -0.99431  1.66075  -3.00286  0.794
P  -1.88141  -1.26147  -0.26824  1.134
C  -1.45766  -0.18825  -2.94615  -0.422
C  -1.40069  -1.47455  -2.05064  -1.774
H  -1.05884  -0.46677  -3.93490  0.721
H  -2.53930  0.09083  -2.97562  -0.625
H  -2.11277  -2.19149  -2.48710  0.810
H  -0.38979  -1.91401  -2.09259  0.486
C  -1.57634  -2.89252  0.44859  -1.342
H  -1.74252  -2.81941  1.53388  0.423
H  -0.52681  -3.18737  0.30146  0.321
H  -2.24614  -3.64967  0.01386  0.473
C  -3.65235  -0.88076  -0.21896  -1.172
H  -4.25115  -1.65116  -0.72579  0.482
H  -3.86966  0.10161  -0.66426  0.127
H  -3.96187  -0.80886  0.83802  0.431
C  0.65588  2.16860  -3.62849  -1.446
H  1.06136  2.98541  -2.99725  0.474
H  0.41721  2.54043  -4.64111  0.590
H  1.36940  1.31270  -3.67291  0.550
C  -2.25742  2.77580  -2.27780  -0.344
H  -2.79237  2.37792  -1.38989  0.004
H  -2.95013  2.89488  -3.13865  -0.003
H  -1.75865  3.74246  -2.03074  0.381
O  1.55848  -1.61134  -0.79620  -0.792
C  2.24931  -1.44756  0.26178  -0.121
N  3.20215  -2.35985  0.69751  -0.001
C  3.69845  -2.01764  1.99900  2.450
C  3.07314  -0.57109  2.12027  -0.342
O  3.36667  0.19607  3.03809  -0.786
N  2.19338  -0.36176  1.09400  -0.028
C  3.07948  -2.84123  3.13701  -0.405
C  3.17900  -2.39127  4.46161  0.154
C  2.53917  -3.08202  5.49586  -0.996
C  1.80597  -4.24259  5.21289  -0.486
C  1.71487  -4.70008  3.89065  -0.917
C  2.35759  -4.00353  2.84616  -0.400
C  5.20735  -1.90967  2.06472  0.077
C  5.96162  -2.57342  3.04105  -0.134
C  7.34198  -2.34293  3.13691  -0.887
C  7.97657  -1.49959  2.20804  -0.458
C  7.22437  -0.88385  1.18916  -0.761
C  5.84048  -1.10997  1.11173  -0.404
H  3.37181  -3.23958  0.23221  0.341
H  3.73601  -1.47727  4.68384  0.500
H  2.62327  -2.71290  6.51872  0.433
H  1.30672  -4.78798  6.01102  0.442
H  1.15609  -5.60088  3.63881  0.435
H  2.28155  -4.35390  1.81961  0.364
H  5.46158  -3.21764  3.77969  0.438
H  7.90857  -2.82633  3.94656  0.399
H  9.04592  -1.29673  2.29865  0.394
H  7.69589  -0.22609  0.46297  0.386
H  5.24855  -0.60693  0.35532  0.291

---

[3]
Entry from OMol25: a molecular structure, CH2BrCl2Pt at a distorted geometry (wB97M-V/def2-TZVPD).

**Spin multiplicity**: 3
**Charge**: +1
**Orbital gap (spin up / spin down)**: 0.2821 / 0.2047 hartree

Each line ends with the Mulliken charge.
Atoms and positions in Å:
Pt  2.08381  -2.35616  0.78804  0.931
Br  0.15144  -1.76824  0.56241  -0.096
C  -0.49458  0.70804  -0.17114  -0.025
Cl  0.83972  1.29287  -1.23710  -0.105
Cl  -1.75647  1.94337  -0.09784  -0.093
H  -0.81205  -0.23928  -0.60693  0.202
H  -0.01186  0.41940  0.76255  0.185

---

[4]
Entry from OMol25: 2 unconnected molecules or ions with the total composition C2H4NP at a distorted geometry (wB97M-V/def2-TZVPD).

**Orbital gap (spin up / spin down)**: 0.2535 / 0.2285 hartree

Each line ends with the Mulliken charge.
Atoms and positions in Å:
C  1.04042  -1.88903  -0.43790  -0.191
C  -0.60611  0.31231  -0.65478  -0.407
N  1.92276  -2.60833  -0.13200  -0.391
P  -0.17852  0.85867  0.91405  0.087
H  0.10246  0.42908  -1.48809  0.345
H  -1.34241  -0.47697  -0.62078  0.339
H  -1.35541  1.10367  1.47553  0.088
H  0.41682  2.27060  0.94397  0.130

---

[5]
Entry from OMol25: 5 unconnected molecules or ions with the total composition C4H17NO3 at a distorted geometry (wB97M-V/def2-TZVPD).

**Orbital gap**: 0.2319 hartree

Each line ends with the Mulliken charge.
Atoms and positions in Å:
C  -0.17115  -2.01547  -2.29941  -1.504
C  -0.75718  -0.74087  -1.76505  -0.617
C  -1.57120  -1.08027  -0.46559  -0.523
C  -0.87723  -0.50392  0.78656  -0.605
N  -1.06790  0.93139  0.87061  -0.598
H  -1.00387  -2.63825  -2.55903  0.423
H  0.50918  -1.80021  -3.09306  0.409
H  0.42754  -2.66387  -1.59725  0.299
H  -1.47008  -0.32569  -2.46864  0.174
H  -0.29956  0.17811  -1.32974  0.502
H  -1.74438  -2.15227  -0.46143  0.444
H  -2.53801  -0.60310  -0.38192  0.451
H  -1.44774  -0.93860  1.65830  0.473
H  0.22344  -0.86341  0.69231  0.051
H  -0.84333  1.20302  1.82856  0.307
H  -0.33491  1.35600  0.29321  0.518
H  0.59117  1.43331  4.23863  0.313
H  1.34797  0.70640  3.20624  0.322
O  0.53530  0.61316  3.73432  -0.659
H  3.35119  2.10013  0.86112  0.284
H  2.02533  1.55282  0.11699  0.458
O  2.69084  1.40615  0.84219  -0.671
H  0.49517  2.78312  -1.18990  0.159
H  1.12568  0.14709  -0.60893  0.536
O  0.80371  1.91526  -0.90909  -0.946

---

[6]
Entry from OMol25: a single C4H6N2 molecule (wB97M-V/def2-TZVPD).

**Orbital gap**: 0.2883 hartree

Each line ends with the Mulliken charge.
Atoms and positions in Å:
N  -1.93160  0.03743  -0.02909  -0.599
C  -0.51156  -0.03657  -0.04034  -0.046
C  0.34495  1.10152  0.06752  -0.049
N  1.61387  0.92713  0.23324  -0.549
C  1.49213  -1.44336  -0.29840  -0.444
C  0.13151  -1.23854  -0.17072  0.020
H  -2.28318  0.50402  -0.85718  0.256
H  -2.26833  0.54240  0.78205  0.261
H  -0.12131  2.09177  -0.03313  0.354
H  2.11921  1.81409  0.11814  0.237
H  1.88568  -2.15168  0.45571  0.193
H  -0.47138  -2.14823  -0.22779  0.367

---

[7]
Entry from OMol25: a single C12H12P2 molecule at a distorted geometry (wB97M-V/def2-TZVPD).

**Structure (SMILES)**: c1ccc(P=[PH2]c2ccccc2)cc1
**Orbital gap**: 0.2648 hartree

Each line ends with the Mulliken charge.
Atoms and positions in Å:
C  1.66113  0.33813  -3.63298  -0.595
C  0.67662  -0.43957  -4.26241  -0.541
C  -0.46161  -0.85211  -3.57983  -0.519
C  -0.74942  -0.38753  -2.27143  0.548
P  -2.27332  -0.51934  -1.44221  -0.120
P  -1.89871  0.55403  0.36463  -0.001
C  -0.74935  0.23339  1.80098  0.153
C  0.23225  1.11483  2.26318  0.001
C  0.89813  0.73451  3.45983  -0.407
C  0.63982  -0.46821  4.03477  -0.304
C  -0.13327  -1.39564  3.40251  -0.373
C  -0.81245  -1.06155  2.24724  -0.562
C  0.32312  0.24158  -1.63741  0.018
C  1.46521  0.63863  -2.27661  -0.563
H  2.46087  0.75060  -4.10265  0.502
H  0.81864  -0.69459  -5.25224  0.415
H  -1.26077  -1.53591  -3.94425  0.305
H  -1.66564  1.84499  0.19757  0.112
H  -3.15550  0.65995  0.81732  0.115
H  0.52132  2.07947  1.73414  0.311
H  1.63446  1.56258  3.66027  0.256
H  1.02737  -0.96142  4.97581  0.257
H  -0.18947  -2.38328  3.97659  0.259
H  -1.51200  -1.65612  1.79866  0.488
H  0.19381  0.44244  -0.58383  -0.023
H  2.30876  1.16014  -1.74763  0.268

---

[8]
Entry from OMol25: a molecular structure, C41H51CrN5O3Sb (wB97M-V/def2-TZVPD).

**Spin multiplicity**: 2
**Charge**: +2
**Orbital gap (spin up / spin down)**: 0.1996 / 0.2147 hartree

Each line ends with the Mulliken charge.
Atoms and positions in Å:
Cr  -0.93459  -0.94246  -0.59306  -0.254
C  -0.63318  -0.07932  3.62136  -0.652
C  -1.36323  -1.11291  4.17722  -1.218
C  -1.95172  -2.05853  3.34597  -0.793
C  -1.78323  -1.94519  1.98328  0.539
N  -1.06144  -0.94226  1.44800  1.442
C  -0.50055  -0.02992  2.24631  -0.845
C  -2.38733  -2.85929  0.98065  0.507
C  -3.04935  -4.02504  1.30513  -0.831
C  -3.61099  -4.78966  0.29496  -0.795
C  -3.50066  -4.36838  -1.02012  -0.988
C  -2.80545  -3.20667  -1.27917  -0.628
N  -2.25043  -2.46234  -0.30579  0.270
H  -0.15785  0.67139  4.23732  0.705
H  -1.47384  -1.18877  5.25085  0.449
H  -2.52822  -2.87109  3.76523  0.525
H  0.09432  0.73323  1.76137  0.625
H  -3.12108  -4.34103  2.33555  0.495
H  -4.12950  -5.70941  0.53441  0.486
H  -3.93283  -4.93198  -1.83538  0.503
H  -2.67186  -2.85299  -2.29125  0.523
C  1.28836  3.54987  -0.23118  -1.044
C  0.40503  3.99705  -1.39477  0.309
N  -0.71586  4.84771  -1.00157  0.072
C  -0.45951  6.29989  -0.90788  -0.739
C  -0.16252  6.78146  0.50414  -0.985
C  -1.94205  4.45111  -0.59379  -0.036
O  -2.77549  5.24650  -0.19729  -0.642
C  -2.42757  2.99780  -0.66679  0.613
C  -3.81630  2.86215  -0.72585  -0.665
C  -4.40122  1.60829  -0.74129  -1.057
C  -3.59308  0.49558  -0.68457  -0.883
N  -2.25906  0.60623  -0.62059  0.813
C  -1.68728  1.83343  -0.60943  0.093
H  2.01308  2.80406  -0.56210  0.235
H  0.69393  3.12210  0.58175  0.294
H  1.83454  4.39508  0.18654  0.562
H  0.04216  3.14816  -1.97413  -0.708
H  1.00427  4.58209  -2.09021  0.442
H  -1.33336  6.81328  -1.30127  0.456
H  0.38151  6.50607  -1.56829  0.368
H  -1.01536  6.60655  1.15849  0.295
H  0.03787  7.85289  0.48646  0.396
H  0.71484  6.28542  0.92297  0.230
H  -4.41102  3.76682  -0.74330  0.559
H  -5.47479  1.49120  -0.78227  0.504
H  -4.00133  -0.50559  -0.69558  0.616
H  -0.61478  1.83224  -0.50869  0.285
C  -0.84516  -2.25165  -6.04374  -1.215
C  -1.48061  -2.26295  -4.65111  -0.819
Sb  -0.73027  -0.76756  -3.31460  1.332
C  1.26124  -0.52176  -4.00862  -0.709
C  2.09277  -1.79572  -3.83382  -0.940
C  -1.72183  0.99634  -3.99915  -0.180
C  -1.78564  1.18271  -5.51453  -1.384
H  -1.37928  -2.94593  -6.69392  0.385
H  0.19489  -2.57205  -6.01716  0.278
H  -0.87885  -1.27243  -6.51668  0.243
H  -1.33372  -3.22988  -4.16818  0.499
H  -2.55857  -2.08797  -4.70527  0.577
H  1.68628  0.31240  -3.44986  0.359
H  1.18694  -0.22141  -5.05319  0.634
H  2.16533  -2.10424  -2.78971  0.086
H  3.10909  -1.64061  -4.19916  0.413
H  1.67631  -2.63637  -4.38822  0.266
H  -1.19776  1.82894  -3.52440  0.041
H  -2.72451  0.96718  -3.56598  0.388
H  -0.79368  1.22029  -5.96757  0.306
H  -2.28525  2.12475  -5.74736  0.446
H  -2.35399  0.38977  -6.00054  0.322
C  2.15872  0.24260  6.28408  -1.716
C  1.89335  -0.98583  5.44427  1.598
C  1.39184  -2.12409  6.06618  -1.102
C  1.14909  -3.27718  5.33739  -0.886
C  1.42866  -3.30058  3.98311  -1.033
C  1.92030  -2.16682  3.34245  -0.342
N  2.06529  -2.23656  1.93774  0.428
C  3.13232  -1.69884  1.18707  -0.535
C  4.44343  -1.72283  1.63858  -0.487
C  5.45365  -1.14971  0.87826  -0.726
C  5.17169  -0.54555  -0.34239  -0.846
C  3.86468  -0.50548  -0.79776  -0.427
C  2.85527  -1.08517  -0.03749  -0.337
C  1.43962  -0.99788  -0.41803  1.932
O  0.67543  -2.04726  -0.45350  -0.493
O  0.84709  0.10082  -0.63729  -0.146
C  2.14236  -0.98761  4.06015  1.000
C  2.60927  0.27269  3.36908  -1.271
H  1.83980  0.07566  7.31110  0.411
H  1.62952  1.12358  5.91336  0.327
H  3.22091  0.49757  6.30241  0.356
H  1.21152  -2.11013  7.13397  0.418
H  0.77931  -4.16732  5.83114  0.473
H  1.28431  -4.20926  3.40689  0.565
H  1.57909  -3.00061  1.49968  0.279
H  4.66073  -2.18914  2.59193  0.571
H  6.47429  -1.18464  1.23651  0.439
H  5.96454  -0.10330  -0.93009  0.470
H  3.62605  -0.01888  -1.73698  0.457
H  3.69576  0.30545  3.25686  0.375
H  2.32246  1.15921  3.93063  0.423
H  2.19394  0.36037  2.36113  0.047

---

Summary of ΔE to the lowest compared entry with this formula, charge and spin in kcal per mole
21.3, 134.1, 24.7, 104.8, 162.1, 104.9, 62.1, 3.7
(order as listed above)
Summary of DFT total energy in eV
-19483.8204, -72198.1810, -99390.3785, -12911.9858, -12049.7166, -7221.0433, -31212.9438, -91885.7018
(order as listed above)